Entry 1:
19
Properties=species:S:1:pos:R:3 method="wB97M-V/def2-TZVPD" spin_multiplicity=3 total_charge=+2 s2=2.007 gap_ev="8.903 / 6.456" e_lumo_ev="-8.113 / -10.271" homo_ha="-0.625 / -0.615" e_above_lowest_kcal_mol=47.7
O 2.18 1.58 -0.96
C 2.93 0.62 -0.59
C 2.35 -0.39 0.28
O 1.01 -0.36 0.16
C 0.08 -1.43 -0.02
C -1.27 -0.86 0.37
O -1.37 0.45 -0.19
C -2.69 0.98 -0.19
Ce 0.39 1.93 -0.15
H 4.01 0.59 -0.81
H 2.71 -1.41 0.11
H 0.36 -2.27 0.62
H 0.11 -1.67 -1.09
H -1.38 -0.80 1.46
H -2.06 -1.50 -0.03
H -2.63 2.00 -0.58
H -3.33 0.37 -0.84
H -3.10 0.97 0.83
H 1.70 1.21 1.62

***

Entry 2:
70
Properties=species:S:1:pos:R:3 method="wB97M-V/def2-TZVPD" spin_multiplicity=3 total_charge=+1 s2=2.251 gap_ev="6.732 / 8.598" e_lumo_ev="-5.392 / -3.519" homo_ha="-0.446 / -0.445" e_above_lowest_kcal_mol=5.7
Co -0.09 -0.03 0.22
O -1.83 1.96 -2.34
C -1.92 0.93 -1.75
O -0.84 0.23 -1.36
C -3.24 0.27 -1.46
C -4.30 0.57 -2.30
C -5.50 -0.11 -2.17
C -5.63 -1.11 -1.21
C -4.58 -1.39 -0.36
C -3.38 -0.68 -0.45
P -2.10 -0.97 0.80
C -1.93 -2.75 0.83
C -1.80 -3.45 2.02
C -1.65 -4.83 1.99
C -1.63 -5.50 0.78
C -1.75 -4.80 -0.42
C -1.89 -3.42 -0.40
C -2.77 -0.42 2.39
C -4.00 -0.91 2.84
C -4.52 -0.49 4.05
C -3.83 0.42 4.83
C -2.60 0.90 4.41
C -2.06 0.48 3.19
H -4.15 1.31 -3.07
H -6.33 0.12 -2.83
H -6.55 -1.67 -1.13
H -4.68 -2.19 0.36
H -1.82 -2.93 2.97
H -1.55 -5.37 2.92
H -1.52 -6.58 0.76
H -1.74 -5.33 -1.36
H -1.98 -2.87 -1.33
H -4.56 -1.63 2.25
H -5.47 -0.89 4.38
H -4.24 0.75 5.78
H -2.03 1.59 5.03
H -1.08 0.81 2.91
F 0.72 -0.68 1.82
As 1.54 -1.39 3.47
F 1.49 -2.86 2.61
F 3.00 -1.01 2.68
F 2.27 -1.98 4.86
F 1.39 0.22 3.94
F -0.05 -1.67 4.01
C 3.88 0.00 -2.14
P 3.16 -0.30 -0.54
C 4.16 0.61 0.63
C 3.28 -2.05 -0.24
O 1.72 0.18 -0.53
H 4.90 -0.38 -2.18
H 3.87 1.07 -2.34
H 3.27 -0.50 -2.90
H 5.16 0.18 0.71
H 3.68 0.60 1.60
H 4.23 1.64 0.26
H 4.33 -2.38 -0.23
H 2.76 -2.56 -1.06
H 2.81 -2.30 0.70
C -2.32 4.63 2.22
N -1.28 3.65 1.91
C -0.07 3.49 2.55
C 0.54 2.43 1.97
N -0.28 1.93 0.98
C -1.37 2.68 0.98
H -1.93 5.32 2.97
H -3.20 4.14 2.62
H -2.59 5.20 1.33
H 0.26 4.16 3.34
H 1.50 1.99 2.19
H -2.21 2.59 0.30

***

Entry 3:
15
Properties=species:S:1:pos:R:3 method="wB97M-V/def2-TZVPD" spin_multiplicity=1 gap_ev=8.457 e_lumo_ev=0.668 homo_ha=-0.286 e_above_lowest_kcal_mol=94.2
C -1.87 -0.12 -0.13
C -0.61 0.72 -0.07
O -0.50 1.17 1.26
C 0.62 -0.03 -0.57
C 1.98 0.44 -0.27
N 1.39 -0.84 0.40
H -2.72 0.46 0.24
H -2.08 -0.45 -1.15
H -1.76 -1.00 0.51
H -0.71 1.58 -0.76
H 0.42 1.21 1.51
H 0.37 -0.65 -1.44
H 1.20 -0.74 1.39
H 2.68 0.06 -1.04
H 1.60 -1.80 0.13